{
  "formula": "C3H7O3",
  "method": "ωB97M-V/def2-TZVPD",
  "e_tot_ev": -9368.418,
  "multiplicity": 1,
  "lumo_energy_ev": 3.990,
  "relative_energy_kj_mol": 71.4,
  "charge": -1,
  "symbols": ["C", "C", "O", "O", "H", "H", "H", "C", "O", "H", "H", "H", "H"],
  "xyz": [[1.71832, 0.93542, -1.39086], [0.52154, -0.03279, -1.69891], [-0.59287, 0.26144, -1.20867], [0.83604, -1.00476, -2.41726], [2.63647, 0.35985, -1.48019], [1.59432, 1.41606, -0.43202], [1.70862, 1.66643, -2.20423], [-1.47728, -0.90075, 2.01414], [-1.32488, 0.49390, 1.80148], [-1.07961, 0.59323, 0.86416], [-0.58061, -1.44344, 1.69847], [-2.28077, -1.29519, 1.38234], [-1.67928, -1.04941, 3.07157]],
  "forces_ev_per_a": [[-0.66, -0.54, -0.70], [0.95, -0.11, 0.09], [-0.31, 0.09, 0.38], [-0.38, 0.04, -0.02], [0.13, 0.09, 0.21], [0.09, 0.24, 0.24], [0.08, 0.20, 0.19], [0.15, 0.34, -0.73], [0.05, -0.15, -0.05], [0.05, 0.06, -0.22], [0.09, -0.04, 0.28], [-0.19, -0.06, 0.28], [-0.05, -0.16, 0.04]]
}

=====

{
  "formula": "C4H32N2O10S2",
  "method": "ωB97M-V/def2-TZVPD",
  "e_tot_ev": -49788.818,
  "multiplicity": 1,
  "lumo_energy_ev": -0.274,
  "relative_energy_kj_mol": 236.3,
  "charge": 0,
  "symbols": ["S", "S", "C", "C", "C", "N", "C", "N", "H", "H", "H", "H", "H", "H", "H", "H", "H", "H", "H", "H", "H", "H", "O", "H", "H", "O", "H", "H", "O", "H", "H", "O", "H", "H", "O", "H", "H", "O", "H", "H", "O", "H", "H", "O", "H", "H", "O", "H", "H", "O"],
  "xyz": [[4.32426, -0.21103, -0.70543], [3.46756, 1.51623, -0.70445], [2.50891, 1.42320, 0.85594], [1.06275, 1.27507, 0.83297], [0.80182, -0.32942, 0.42580], [-0.58574, -0.61503, 0.54770], [-1.09130, -1.66467, -0.43425], [0.25166, 1.97509, -0.24086], [3.45210, -1.15222, -0.97108], [2.94010, 0.64037, 1.54760], [2.76142, 2.48071, 1.28394], [0.58712, 1.57322, 1.65986], [1.12478, -0.52528, -0.67831], [1.36009, -0.94958, 1.12332], [-1.18032, 0.22504, 0.33403], [-1.11023, -2.61597, 0.13466], [-2.11444, -1.34210, -0.72904], [-0.51835, -1.55584, -1.32261], [0.73617, 2.55072, -0.71433], [-0.61396, 2.54173, 0.08222], [-3.16972, -0.38634, 1.67024], [-4.63907, -0.14206, 1.43477], [-3.87676, 0.31491, 1.79918], [1.60913, -0.02067, -3.31925], [0.54368, 0.36966, -4.29889], [0.88707, -0.42339, -3.78797], [2.02881, -2.95769, -3.09685], [0.62844, -3.31690, -3.37056], [1.26786, -3.31120, -2.71913], [-2.55873, 2.60857, 2.65488], [-2.76343, 1.08783, 2.81332], [-2.10063, 1.68924, 2.59973], [-1.86173, -1.44589, -3.34518], [-0.84407, -1.83368, -4.49400], [-1.62890, -2.15340, -4.01093], [-1.72685, 0.19876, -3.30684], [-1.26693, 1.23534, -2.22431], [-1.15643, 1.06798, -3.20447], [0.29375, -0.98931, 2.76345], [-0.14775, 0.52876, 2.91401], [0.10366, -0.32272, 3.39885], [3.02605, 1.98804, 3.60005], [1.81681, 0.89722, 3.69293], [2.65985, 1.13846, 4.02278], [-2.34487, 2.34447, 0.11890], [-2.94520, 3.58945, -0.75060], [-2.32357, 3.39585, -0.00881], [0.65136, -3.69504, 2.84924], [0.81112, -3.01465, 1.33117], [0.86266, -3.68187, 1.94661]],
  "forces_ev_per_a": [[2.90, -1.86, 0.25], [-2.06, 1.22, 0.17], [2.52, 2.98, 1.62], [-1.77, -3.63, -6.34], [0.35, 2.00, -0.63], [-2.83, 0.04, -0.99], [-0.71, 1.51, 2.17], [-5.25, -3.78, 5.09], [-1.20, -0.36, -0.49], [-0.15, 1.00, -0.88], [-0.37, -1.71, -0.29], [-1.23, 0.51, 3.67], [0.05, 0.63, 1.79], [0.46, -0.21, -0.14], [1.38, -0.84, 0.40], [0.09, 0.18, -1.18], [0.28, -0.57, 0.43], [0.82, -0.89, -0.85], [4.61, 5.11, -4.54], [2.54, -1.22, -0.20], [-0.84, 1.20, 0.24], [-0.47, 0.07, 0.13], [0.48, -2.27, -1.03], [0.64, 0.08, 0.58], [0.33, -1.44, 1.03], [-0.51, 1.01, -1.71], [1.95, 0.95, -1.07], [-2.19, 0.06, -2.06], [0.22, -1.02, 3.26], [1.27, -2.48, -0.18], [-1.79, -1.33, 0.75], [1.75, 4.78, -0.18], [0.72, -1.58, -1.14], [-0.39, 0.13, 0.55], [-0.25, 1.05, 0.64], [1.79, 2.94, 0.03], [0.65, -0.03, -1.36], [-2.77, -2.09, 1.41], [-0.08, -0.51, -1.05], [-0.02, -2.23, 0.85], [-0.33, 2.72, 0.76], [-1.38, -2.14, 0.86], [-1.45, -0.21, -0.64], [2.85, 2.19, 0.04], [-0.51, 3.47, -0.31], [0.71, -0.38, 0.81], [-0.79, -3.09, -0.29], [-0.68, 1.28, 1.33], [-0.62, 2.76, -0.91], [1.29, -4.04, -0.42]]
}

=====

{
  "formula": "C5H5NO2",
  "method": "ωB97M-V/def2-TZVPD",
  "e_tot_ev": -10843.026,
  "multiplicity": 1,
  "lumo_energy_ev": 0.136,
  "relative_energy_kj_mol": 799.8,
  "charge": 0,
  "symbols": ["C", "C", "C", "C", "C", "H", "H", "H", "H", "H", "N", "O", "O"],
  "xyz": [[-0.59991, -0.85982, -0.01123], [0.62209, -0.44089, -0.07825], [2.05489, -0.55869, 0.11832], [0.78923, 0.92261, 0.05770], [-0.51273, 1.35120, -0.10272], [-3.51480, -0.19278, -0.21441], [-1.34388, -1.74851, 0.00959], [2.46064, -1.29767, 0.91501], [2.60924, -0.84119, -0.84870], [-0.95096, 2.29222, -0.13050], [-1.24529, 0.20980, -0.40080], [-2.59076, 0.22732, 0.47578], [2.22225, 0.93640, 0.21023]],
  "forces_ev_per_a": [[-2.73, -5.55, -1.30], [4.50, -2.36, 2.10], [3.59, -2.70, -1.52], [-1.73, 1.03, -0.77], [2.23, 1.76, -0.36], [4.70, 2.04, 2.80], [2.44, 0.99, 0.19], [-0.51, 1.96, -0.71], [-0.67, 0.29, 1.34], [-0.79, 1.31, -0.04], [-6.28, 3.37, 2.25], [-2.32, -1.40, -4.42], [-2.43, -0.73, 0.46]]
}

=====

The evaluated orbital gap for the records listed, in turn: 8.14 8.79 8.60 eV.